{"formula": "C6H8F2NO2", "method": "wB97M-V/def2-TZVPD", "energy_ev": -17356.975, "e_above_lowest_kcal_mol": 133.2, "homo_lumo_gap_ev": [8.1, 8.1], "charge": 1, "symbols": ["C", "C", "C", "C", "C", "C", "N", "O", "O", "F", "F", "H", "H", "H", "H", "H", "H", "H", "H"], "coordinates": [[0.142, -0.148, 2.072], [0.647, -0.310, 0.923], [1.576, 0.078, 2.874], [2.092, -0.262, 0.691], [-1.513, 1.280, -1.580], [-1.712, -0.225, -1.534], [-0.471, -0.868, -1.178], [1.537, 0.268, 4.027], [2.552, 0.000, 2.026], [-0.591, -2.224, -1.109], [0.512, -0.662, -2.110], [-0.794, -0.123, 2.586], [2.521, -1.206, 0.337], [2.417, 0.548, 0.029], [-1.136, 1.656, -0.625], [-0.819, 1.559, -2.375], [-2.470, 1.754, -1.785], [-2.060, -0.600, -2.506], [-2.431, -0.515, -0.763]], "lowdin_charge": [0.1549, 0.1451, -0.4196, -0.0701, -0.0533, -0.1718, -0.1241, 0.2665, 0.1204, 0.0717, 0.0653, 0.1424, 0.1627, 0.1601, 0.0771, 0.0873, 0.0945, 0.1484, 0.1425]}

{"formula": "C6H8F3NO", "method": "wB97M-V/def2-TZVPD", "energy_ev": -18040.050, "e_above_lowest_kcal_mol": 1.9, "homo_lumo_gap_ev": 10.8, "smiles": "[H]/N=C(\\OCC)C(=C)C(F)(F)F", "symbols": ["C", "C", "C", "C", "C", "C", "N", "O", "F", "F", "F", "H", "H", "H", "H", "H", "H", "H", "H"], "coordinates": [[1.731, 0.855, -2.336], [0.776, 0.321, -1.564], [0.645, 0.733, -0.059], [-1.477, -1.097, 2.303], [-0.333, -0.059, 1.931], [-0.304, -0.544, -2.048], [1.281, 1.777, 0.255], [-0.245, -0.044, 0.516], [-0.164, -1.830, -1.579], [-1.549, -0.099, -1.780], [-0.242, -0.706, -3.430], [1.840, 0.791, -3.331], [2.382, 1.532, -1.934], [-2.094, -1.057, 1.521], [-0.979, -2.105, 2.300], [-2.049, -0.936, 3.274], [0.491, -0.491, 2.525], [-0.772, 0.926, 2.211], [1.064, 2.033, 1.224]], "lowdin_charge": [0.1559, -0.0799, -0.4155, -0.0487, -0.1963, -0.5320, 0.1792, -0.0353, 0.1139, 0.1482, 0.0869, 0.0449, 0.0485, 0.0123, 0.0908, 0.1030, 0.1314, 0.1316, 0.0611]}

{"formula": "C6H8F3NO2", "method": "wB97M-V/def2-TZVPD", "energy_ev": -20082.434, "e_above_lowest_kcal_mol": 85.7, "homo_lumo_gap_ev": [6.3, 8.3], "spin_multiplicity": 3, "symbols": ["C", "C", "C", "C", "C", "C", "N", "O", "O", "F", "F", "F", "H", "H", "H", "H", "H", "H", "H", "H"], "coordinates": [[-3.114, -0.701, 0.194], [1.098, 0.426, 0.676], [1.605, 0.310, -0.755], [0.409, -0.322, -0.347], [-1.917, 0.141, 0.334], [1.069, -2.381, -0.195], [-0.877, -0.094, -0.667], [-4.218, -0.323, 0.027], [-2.850, -2.041, 0.294], [1.829, -2.568, 0.935], [-0.098, -3.122, -0.039], [1.746, -2.792, -1.246], [1.630, 0.037, 1.465], [0.476, 1.287, 0.919], [1.415, 1.354, -1.169], [2.411, -0.233, -1.227], [-1.657, -0.028, 1.331], [-2.177, 1.176, 0.392], [-1.226, -0.470, -1.517], [-1.915, -2.252, 0.188]], "lowdin_charge": [-0.5224, -0.0760, -0.0817, -0.4293, -0.0902, -0.3762, 0.0944, 0.1597, 0.1076, 0.1041, 0.0742, 0.1573, 0.0702, 0.1099, 0.1265, 0.0990, 0.1275, 0.1307, 0.1450, 0.0698]}

{"formula": "C6H8FN", "method": "wB97M-V/def2-TZVPD", "energy_ev": -10553.809, "e_above_lowest_kcal_mol": 121.0, "homo_lumo_gap_ev": 9.9, "symbols": ["C", "C", "C", "C", "C", "C", "H", "H", "H", "H", "H", "H", "H", "H", "N", "F"], "coordinates": [[-1.376, -1.367, 0.073], [0.475, 0.016, 0.980], [-0.321, 1.399, 0.672], [-0.208, 1.437, -0.590], [0.446, -0.019, -1.072], [1.681, 0.175, -0.020], [-1.999, -0.545, -0.465], [-1.682, -1.723, 1.077], [-1.600, -2.401, -0.563], [0.586, -0.256, 2.088], [-0.643, 2.063, 1.492], [-0.847, 2.156, -1.275], [0.498, -0.515, -1.977], [2.294, 1.149, -0.456], [0.057, -0.887, -0.065], [2.639, -0.682, 0.101]], "lowdin_charge": [-0.0578, -0.1778, -0.0628, -0.0874, -0.1522, -0.3009, 0.0963, 0.0695, 0.1143, 0.1604, 0.1113, 0.1324, 0.1168, 0.1840, -0.2119, 0.0658]}

{"formula": "C6H8FN", "method": "wB97M-V/def2-TZVPD", "energy_ev": -10555.154, "e_above_lowest_kcal_mol": 90.0, "homo_lumo_gap_ev": 10.3, "symbols": ["C", "C", "C", "C", "C", "C", "H", "H", "H", "H", "H", "H", "H", "H", "N", "F"], "coordinates": [[1.061, -0.153, -0.192], [1.194, 1.287, -0.133], [0.406, 0.558, 0.894], [-1.228, 0.337, -0.697], [-0.159, -0.802, -0.762], [-0.843, -1.193, 0.567], [2.258, 1.500, 0.226], [0.878, 2.222, -0.700], [0.679, 0.491, 1.971], [-2.354, 0.055, -0.864], [-1.141, 1.351, -1.103], [-0.001, -1.329, -1.643], [-0.107, -1.579, 1.326], [-1.694, -1.937, 0.404], [-1.053, 0.286, 0.743], [2.104, -1.094, -0.037]], "lowdin_charge": [-0.4122, -0.0168, -0.2333, -0.1509, -0.1398, -0.1183, 0.1439, 0.1327, 0.1680, 0.1512, 0.1066, 0.1170, 0.1294, 0.1389, -0.0463, 0.0300]}

{"formula": "C6H8FN", "method": "wB97M-V/def2-TZVPD", "energy_ev": -10551.145, "e_above_lowest_kcal_mol": 182.5, "homo_lumo_gap_ev": 8.8, "symbols": ["C", "C", "C", "C", "C", "C", "H", "H", "H", "H", "H", "H", "H", "H", "N", "F"], "coordinates": [[-0.087, 0.589, 0.024], [1.201, 0.889, -0.797], [1.925, -0.280, -0.227], [1.396, -1.105, 0.588], [-0.021, -0.755, 0.732], [-0.891, -0.553, -0.600], [-1.728, 1.028, 1.563], [-0.110, 2.727, 1.082], [1.529, 1.878, -0.474], [0.842, 0.875, -1.820], [2.949, -0.178, -0.571], [2.419, -1.487, 1.354], [-0.469, -0.873, 1.689], [-0.605, -1.171, -1.402], [-0.935, 1.692, 0.506], [-2.157, -0.818, -0.364]], "lowdin_charge": [-0.5295, -0.0871, -0.1965, -0.0886, -0.1534, -0.2111, 0.2338, 0.2100, 0.1071, 0.1192, 0.0989, 0.2075, 0.1182, 0.1388, -0.0087, 0.0413]}

{"formula": "C6H8FNO", "method": "wB97M-V/def2-TZVPD", "energy_ev": -12600.066, "e_above_lowest_kcal_mol": 0.0, "homo_lumo_gap_ev": [5.8, 7.8], "spin_multiplicity": 3, "symbols": ["C", "C", "C", "C", "C", "C", "N", "O", "F", "H", "H", "H", "H", "H", "H", "H", "H"], "coordinates": [[1.370, -0.218, -1.061], [2.247, 0.416, 0.105], [0.120, -0.110, -1.483], [1.949, 1.300, 1.008], [-2.028, 0.636, -0.367], [-1.629, -1.342, 0.841], [-0.886, 0.731, -0.893], [-2.523, -0.371, 0.328], [-2.846, 1.746, -0.291], [1.972, -0.723, -1.650], [3.268, -0.020, 0.143], [-0.242, -0.641, -2.394], [0.931, 1.661, 1.155], [2.598, 1.735, 1.717], [-0.944, -0.965, 1.556], [-1.087, -1.710, -0.020], [-2.269, -2.123, 1.306]], "lowdin_charge": [-0.0672, -0.1597, -0.1669, -0.0538, -0.4133, -0.0295, 0.1830, -0.0029, 0.0960, 0.0307, 0.0914, 0.1246, 0.0515, 0.0357, 0.0877, 0.0789, 0.1138]}

{"formula": "C6H8GaN2O2", "method": "wB97M-V/def2-TZVPD", "energy_ev": -65795.919, "e_above_lowest_kcal_mol": 0.0, "homo_lumo_gap_ev": 10.1, "charge": 1, "symbols": ["Ga", "C", "C", "C", "C", "C", "H", "H", "H", "H", "H", "N", "N", "C", "O", "O", "H", "H", "H"], "coordinates": [[-0.587, -0.581, 0.706], [2.043, -0.578, -0.096], [1.235, -1.557, 0.519], [0.257, -2.009, -0.522], [0.552, -1.268, -1.688], [1.630, -0.419, -1.423], [2.848, -0.048, 0.391], [1.453, -2.117, 1.419], [-0.297, -2.937, -0.458], [0.023, -1.356, -2.624], [2.075, 0.260, -2.134], [-0.430, 1.369, 0.031], [-1.510, 1.991, 0.683], [-2.319, 1.280, 1.569], [-3.221, 1.788, 2.150], [-1.954, -0.008, 1.696], [0.450, 1.833, 0.252], [-0.545, 1.391, -0.981], [-1.704, 2.964, 0.509]], "lowdin_charge": [0.8707, -0.0842, -0.1865, -0.1872, -0.0785, -0.0849, 0.1284, 0.1305, 0.1314, 0.1285, 0.1234, 0.0670, 0.0432, -0.6229, 0.1721, -0.0090, 0.1464, 0.1402, 0.1714]}